1.
Computed, not measured: 10 unconnected molecules or ions with the total composition C50H100N10 in a non-equilibrium geometry, with ωB97M-V with the def2-TZVPD basis set.

Kohn-Sham gap = 8.498 eV
SMILES string = c1cc[nH]c1.c1cc[nH]c1.c1cc[nH]c1.c1cc[nH]c1.c1cc[nH]c1.CCN(CC)CC.CCN(CC)CC.CCN(CC)CC.CCN(CC)CC.CCN(CC)CC
energy above the lowest of the compared OMol25 structures with the same formula, charge and spin = 0.0 kcal per mole
spin multiplicity = 1

Each line ends with the Mulliken charge.
Positions of all 160 atoms, in Å:
H 14.652 5.958 -13.600  0.411
H 9.043 11.078 -11.137  0.200
N 14.561 6.245 -7.348  0.136
C 16.438 7.201 -8.683  -0.947
H 4.218 2.536 -16.402  0.417
H 12.579 5.944 -16.671  0.482
H 12.838 9.811 -12.073  0.335
N 6.797 -0.643 -7.929  -0.010
H 5.195 -0.077 -11.713  0.382
C 8.211 0.895 -8.745  0.098
H 9.789 6.091 -11.493  -0.358
C 2.998 6.838 -7.604  -0.634
C 4.235 12.330 -8.977  -0.655
H 10.122 5.409 -17.167  0.439
H 8.697 3.275 -13.527  0.156
C 7.813 3.346 -11.522  0.065
H 5.972 -1.201 -7.838  0.184
H 0.637 4.851 -14.164  0.320
H 15.801 7.776 -9.351  0.175
C 8.808 5.363 -7.197  0.701
C 6.690 -1.921 -13.983  -0.661
H 4.598 2.525 -10.617  0.329
H 11.561 6.158 -13.601  -0.315
H 10.763 11.385 -10.932  0.374
C 5.150 11.045 -10.578  -0.039
C 4.230 3.027 -11.515  -0.304
C 9.600 5.013 -11.546  0.154
C 5.580 -0.645 -12.549  -0.353
H 10.780 12.961 -12.815  0.353
C 7.296 5.703 -11.543  0.252
H 8.776 5.434 -8.275  0.178
C 8.841 0.199 -7.677  -1.132
H 8.377 7.324 -10.551  -0.334
H 13.789 6.428 -9.343  0.337
H 12.588 6.079 -8.150  -0.312
C 7.959 -0.722 -7.174  -0.436
H 8.058 -1.479 -6.415  0.408
H 12.507 8.249 -11.315  -0.120
H 7.672 10.030 -12.316  -0.197
H 2.978 1.440 -14.650  0.419
C 13.115 2.409 -15.058  -1.338
H 8.451 2.553 -11.138  -0.292
H 3.884 12.821 -8.087  0.391
H 13.041 2.509 -16.136  0.302
H 12.863 4.062 -7.542  0.073
H 9.685 9.672 -14.596  0.443
H 4.408 2.046 -14.067  0.246
C 5.215 7.093 -7.322  -0.557
H 3.814 -1.794 -12.651  0.216
H 10.664 4.725 -9.726  -0.049
H 13.937 3.044 -6.475  0.438
H 7.044 3.904 -13.508  0.221
H 4.165 4.092 -11.289  0.014
H 6.954 6.941 -9.742  -0.621
H 12.943 4.476 -5.994  0.296
H 15.486 8.106 -7.029  0.315
H 10.040 8.731 -11.540  -0.162
C 13.616 4.050 -6.742  -1.036
H 12.934 8.208 -7.004  0.390
H 12.706 1.449 -14.729  0.437
H 13.785 8.831 -8.454  0.415
H 17.417 7.671 -8.572  0.423
H 7.397 2.170 -13.238  0.425
H 13.781 4.911 -12.529  0.252
C 10.789 9.077 -12.270  0.279
C 3.986 7.382 -6.764  -1.001
H 8.627 1.737 -9.265  0.734
H 4.280 12.398 -12.210  0.387
H 4.966 -3.272 -14.360  0.399
H 11.151 3.309 -14.456  -0.108
H 10.153 5.380 -4.206  0.433
H 6.914 7.856 -11.230  0.080
H 9.786 13.415 -11.352  0.450
H 11.898 9.633 -10.497  0.306
H 12.730 6.819 -14.675  0.619
C 7.356 6.979 -10.755  0.122
C 15.741 7.079 -7.312  -0.760
C 12.107 9.253 -11.493  -1.037
C 12.239 3.470 -14.382  0.175
H 12.338 3.387 -13.294  0.203
C 13.525 6.621 -8.290  0.341
H 10.392 6.433 -15.786  0.071
H 6.863 3.311 -10.993  0.393
H 7.554 5.915 -12.590  0.235
C 9.966 11.352 -11.672  -0.156
H 10.983 5.545 -6.699  0.327
C 9.875 12.775 -12.230  -1.496
H 10.072 4.712 -15.558  0.020
C 13.730 5.884 -13.020  -1.493
C 13.114 8.061 -8.069  -1.716
H 3.829 7.904 -5.832  0.430
C 12.565 5.970 -14.006  0.128
C 10.693 4.313 -10.736  -0.823
H 13.783 6.662 -12.257  0.260
H 7.996 8.625 -13.207  -0.178
N 4.088 12.944 -10.207  0.019
H 1.924 6.904 -7.641  0.448
C 3.619 3.164 -15.736  -1.493
H 15.583 4.731 -6.431  0.427
C 5.400 -2.402 -13.898  -0.649
C 9.956 5.421 -6.399  -0.212
H 3.674 13.847 -10.333  0.174
H 15.202 4.367 -8.162  0.273
H 2.100 2.963 -11.387  0.505
H 11.674 4.450 -11.196  0.104
C 6.837 -0.847 -13.089  -0.221
C 0.347 4.055 -13.483  -1.272
H 14.141 2.466 -14.704  0.271
H 9.104 12.991 -12.970  0.301
N 8.204 5.169 -5.080  0.023
H 3.251 5.480 -9.308  0.316
H 12.284 4.256 -16.872  0.237
H 7.086 9.862 -13.922  0.505
H 2.794 1.459 -12.025  0.260
N 2.610 3.038 -13.391  0.240
H 7.642 5.058 -4.258  0.180
H 7.716 -0.327 -12.749  0.481
N 5.027 6.302 -8.433  0.454
H 10.866 8.509 -13.193  0.325
C 7.734 5.043 -6.376  -1.468
H 5.620 10.225 -11.097  0.389
N 10.296 10.392 -12.708  0.211
C 3.440 2.418 -14.418  -0.414
H 9.687 4.851 -12.634  0.018
H 5.710 5.762 -8.928  0.201
C 12.112 5.084 -16.186  -0.691
H 0.557 4.433 -12.475  0.260
C 7.986 9.718 -13.317  0.116
H 7.456 -2.280 -14.652  0.408
N 12.629 4.786 -14.857  0.221
C 9.560 5.305 -5.104  -0.814
H 5.027 2.855 -12.240  -0.147
C 4.507 12.096 -11.201  -0.745
N 8.274 4.709 -11.073  1.129
C 1.203 2.809 -13.698  -0.446
H 10.593 3.229 -10.649  0.293
H 6.315 5.264 -11.351  -0.143
C 6.956 0.353 -8.823  -0.495
H 9.116 11.250 -14.261  0.341
H 16.456 6.747 -6.560  0.514
H 6.207 0.738 -9.501  0.315
H 6.672 4.933 -6.506  0.606
H 0.981 2.590 -14.749  0.429
C 9.306 10.290 -13.778  -1.070
C 4.865 11.133 -9.214  -0.391
C 2.864 2.559 -12.051  -0.812
N 4.734 -1.602 -12.997  0.020
C 7.724 3.195 -13.042  -1.177
H 12.168 8.224 -8.596  0.373
H 16.611 6.190 -9.058  0.258
H 5.073 10.382 -8.467  0.434
H 0.755 1.997 -13.111  0.365
H 6.205 7.360 -6.992  0.643
C 3.681 6.089 -8.525  -0.290
H 4.322 3.985 -15.580  0.281
H 9.825 0.332 -7.254  0.408
H 2.660 3.366 -16.203  0.320
H -0.703 3.761 -13.483  0.401
C 14.838 4.810 -7.225  -0.401
C 10.597 5.438 -16.185  -0.510


2.
Computed, not measured: C4H10N2O in the gas phase in a non-equilibrium geometry, with ωB97M-V with the def2-TZVPD basis set.

Kohn-Sham gap = 10.094 eV
SMILES string = C[C@H](CN)NC=O
energy above the lowest of the compared OMol25 structures with the same formula, charge and spin = 37.6 kcal per mole
spin multiplicity = 1

Each line ends with the Mulliken charge.
Positions of all 17 atoms, in Å:
H -1.171 1.266 1.371  0.319
H -1.875 1.852 -0.119  0.332
O 0.128 -1.199 1.956  -0.522
H 1.423 -0.863 -1.044  0.264
C -1.442 0.973 0.354  -1.164
H -0.561 -1.925 -2.450  0.210
N -0.318 -0.981 -2.176  -0.609
N 0.908 0.711 0.991  -0.267
H 1.544 0.023 2.819  0.352
C -0.033 0.595 -0.215  0.204
C 0.812 -0.203 2.010  -0.057
H 0.053 -1.611 -0.190  0.472
H 0.323 -0.657 -2.888  0.225
H 1.750 1.263 0.934  0.241
C 0.331 -0.805 -0.855  -0.650
H -2.216 0.188 0.370  0.277
H 0.344 1.372 -0.868  0.374


3.
Computed, not measured: C3H5NO in the gas phase, with ωB97M-V with the def2-TZVPD basis set.

Kohn-Sham gap = 9.714 eV
energy above the lowest of the compared OMol25 structures with the same formula, charge and spin = 52.4 kcal per mole
spin multiplicity = 1

Each line ends with the Mulliken charge.
Positions of all 10 atoms, in Å:
H 0.279 -1.796 -1.352  0.236
C 0.988 -0.847 0.466  -0.364
H 0.297 0.338 1.983  0.171
O -0.640 0.032 -1.059  -0.372
N 0.230 0.076 1.008  -0.019
C 0.531 -0.804 -0.967  -0.116
H -0.328 1.820 -0.052  0.260
H 1.348 -0.394 -1.581  0.235
H -1.712 0.817 0.508  0.247
C -0.692 0.791 0.103  -0.279


Number 1: electronic energy -68368.042 eV. Number 2: electronic energy -9337.357 eV. Number 3: electronic energy -6727.300 eV.